Entry 1:
# H12O6

A cluster of 6 separate species, H12O6 in total at a distorted geometry (the ωB97M-V functional and the def2-TZVPD basis, OMol25).

Positions of all 18 atoms, in Å:
O 22.946 6.470 16.313
H 23.891 6.523 16.111
H 22.926 6.135 17.233
O 26.145 7.003 13.170
H 25.217 7.016 12.908
H 26.552 6.160 12.875
O 25.358 3.666 16.331
H 26.074 3.341 15.845
H 24.902 2.986 16.807
O 25.507 6.389 15.676
H 25.492 5.426 15.857
H 25.718 6.494 14.717
O 22.758 3.672 15.399
H 22.086 4.291 15.664
H 23.612 3.984 15.646
O 25.640 9.960 13.759
H 25.477 9.010 13.650
H 26.520 10.216 13.569

The HOMO-LUMO gap comes out at 10.5 eV. The spin multiplicity is 1. The LUMO energy is -0.003 Ha.

Results of the natural (NBO) charge analysis, in e, for atoms 1 through 2: number 1, O, carries -0.985; number 2, H, carries 0.490

Entry 2:
# H12O6Pt

A structure of composition H12O6Pt (the ωB97M-V functional and the def2-TZVPD basis, OMol25).

Positions of all 19 atoms, in Å:
Pt 14.690 -14.295 -20.587
O 15.888 -11.025 -20.964
H 15.236 -10.370 -21.215
H 16.670 -10.515 -20.750
O 14.004 -17.733 -20.071
H 14.520 -18.134 -19.371
H 13.506 -18.459 -20.448
O 16.299 -15.893 -23.719
H 16.940 -16.587 -23.867
H 15.856 -15.791 -24.561
O 18.353 -14.870 -19.594
H 19.052 -15.524 -19.567
H 18.422 -14.412 -18.756
O 12.992 -13.726 -17.348
H 13.065 -14.157 -16.497
H 12.392 -12.995 -17.197
O 11.772 -13.324 -22.551
H 11.552 -13.713 -23.398
H 11.308 -12.487 -22.543

The HOMO-LUMO gap (spin up / spin down) comes out at 7.0 / 2.6 eV. The spin multiplicity is 3. The LUMO energy (spin up / spin down) is -0.398 / -0.542 Ha. The charge is +2.

Results of the natural (NBO) charge analysis, in e, for atoms 1 through 2: number 1, Pt, carries 1.193; number 2, O, carries -0.974

Energy above the lowest of the compared OMol25 structures with the same formula, charge and spin
In order: 149.74, 760.92
Unit: kJ/mol
Energy
In order: -12479.562, -15701.001
Unit: eV